Entry 1:
Below is an isolated ion of composition C3H9N3 and charge +2 in a non-equilibrium geometry, with properties calculated with the ωB97M-V functional and the def2-TZVPD basis.

The geometry in ORCA input format:
```
! RIJCOSX wB97M-V def2-TZVPD def2/J DEFGRID3
* xyz 2 3
C -0.071 0.493 -1.561
C 0.337 -0.112 -0.122
C -0.073 -1.047 1.906
N 0.191 1.742 -1.334
N -0.530 -0.151 -2.612
N -0.104 0.271 1.251
H 1.494 -0.370 -0.145
H -0.434 -0.907 2.907
H -0.666 -1.796 1.467
H 0.968 -1.357 1.891
H 0.907 2.450 -1.012
H -0.991 -0.983 -2.422
H -0.334 0.268 -3.464
H 0.485 0.894 1.905
H -1.178 0.604 1.346
*
```

As for the expectation value of S²: 2.015. The calculation puts the energy relative to the best compared isomer or geometry (same formula, charge and spin) at 0.074 eV. The value obtained for the electronic energy is -283.08579 Ha. Its maximum force is 0.0834 hartree/bohr. Its HOMO energy (alpha / beta) is -19.2807 / -20.7445 eV.

***

Entry 2:
Below is C16H33AlN11S as an isolated structure in a non-equilibrium geometry, with properties calculated with the ωB97M-V functional and the def2-TZVPD basis.

The geometry in ORCA input format:
```
! RIJCOSX wB97M-V def2-TZVPD def2/J DEFGRID3
* xyz 3 1
Al -0.550 0.299 0.424
C -2.992 -1.288 1.739
C -3.466 -0.013 1.018
N -2.396 0.990 1.066
C -2.278 1.580 2.412
C -0.814 1.854 2.764
N 0.080 0.777 2.293
C 0.228 -0.343 3.236
C -1.029 -1.203 3.221
N -1.514 -1.313 1.834
H -3.355 -2.151 1.184
H -3.429 -1.356 2.738
H -4.385 0.367 1.473
H -3.676 -0.235 -0.030
H -2.670 1.727 0.420
H -2.709 0.884 3.128
H -2.847 2.510 2.493
H -0.733 1.990 3.846
H -0.497 2.779 2.282
H 0.999 1.204 2.213
H 0.435 0.008 4.250
H 1.077 -0.954 2.920
H -1.787 -0.753 3.860
H -0.800 -2.183 3.645
H -1.223 -2.223 1.487
S -1.449 -1.045 -1.273
C -0.529 -2.491 -1.480
N 0.417 -2.855 -0.618
C 1.399 -3.901 -0.891
C 1.400 -4.218 -2.381
C -0.038 -4.435 -2.843
N -0.801 -3.238 -2.530
H 0.569 -2.266 0.187
H 1.158 -4.796 -0.309
H 2.379 -3.538 -0.570
H 1.991 -5.112 -2.562
H 1.841 -3.390 -2.940
H -0.472 -5.298 -2.329
H -0.095 -4.602 -3.918
H -1.571 -2.968 -3.126
C 1.194 0.590 -2.699
C 1.892 0.110 -1.488
N 1.403 -0.094 -0.260
C 2.475 -0.510 0.504
C 3.596 -0.557 -0.260
N 3.204 -0.166 -1.505
H 0.138 0.748 -2.511
H 1.304 -0.119 -3.520
H 1.646 1.523 -3.032
H 2.388 -0.743 1.545
H 4.607 -0.807 -0.012
H 3.812 -0.064 -2.306
N 1.507 5.788 -2.416
C 0.756 5.311 -1.435
N 0.223 6.141 -0.544
N 0.594 3.993 -1.374
C 0.087 3.073 -0.734
N -0.294 2.064 -0.248
H 1.638 6.781 -2.541
H 1.935 5.177 -3.093
H 0.399 7.134 -0.606
H -0.373 5.826 0.202
*
```

The value obtained for the electronic energy is -1871.78602 Ha. Its maximum force is 0.0292 hartree/bohr. Its HOMO energy is -17.4954 eV.

***

Entry 3:
Below is one molecule with the formula C5H3NO, with properties calculated with the ωB97M-V functional and the def2-TZVPD basis.

The geometry in ORCA input format:
```
! RIJCOSX wB97M-V def2-TZVPD def2/J DEFGRID3
* xyz 0 1
C 2.261 0.756 0.807
C 1.289 0.862 0.106
C -0.363 -0.385 -0.956
C 0.133 0.816 -0.730
O -1.823 0.226 1.058
N -1.905 -0.924 0.736
C -1.134 -1.321 -0.474
H 3.117 0.613 1.426
H -0.290 1.704 -1.193
H -1.286 -2.346 -0.780
*
```

The calculation puts the energy relative to the best compared isomer or geometry (same formula, charge and spin) at 5.418 eV. The value obtained for the electronic energy is -322.09270 Ha. Its maximum force is 0.0144 hartree/bohr. Its HOMO energy is -9.1871 eV.

***

Entry 4:
Below is C2H3ErFO as an isolated structure in a non-equilibrium geometry, with properties calculated with the ωB97M-V functional and the def2-TZVPD basis.

The geometry in ORCA input format:
```
! RIJCOSX wB97M-V def2-TZVPD def2/J DEFGRID3
* xyz 1 4
C -0.405 -0.806 -0.587
C 0.845 -0.312 -0.573
H -0.797 -1.561 0.100
F -1.280 -0.433 -1.503
H 1.559 -0.764 0.121
H 1.191 0.351 -1.371
O -1.354 1.948 2.505
Er 0.240 1.577 1.308
*
```

As for the expectation value of S²: 3.756. The value obtained for the electronic energy is -1267.75977 Ha. Its maximum force is 0.1354 hartree/bohr. Its HOMO energy (alpha / beta) is -13.3460 / -13.4281 eV.